16
Properties=species:S:1:pos:R:3:forces:R:3 method="wB97M-V/def2-TZVPD" de_lowest_kcal_mol=98.68 gap_ev=10.1804
C 0.7813 0.7627 1.1971 0.03 0.03 0.05
C 0.1904 0.0019 0.0108 0.02 0.01 0.01
C 1.2104 -0.8738 -0.7077 0.02 -0.02 -0.05
C -1.1830 -0.6290 0.3860 0.08 -0.21 0.16
O -2.0323 0.4765 0.1722 -0.33 -0.08 0.01
C -0.5540 0.9113 -0.9153 -0.02 0.25 -0.91
N -1.0757 1.3147 -1.9152 0.55 -0.17 0.58
H 0.0059 1.3616 1.6833 0.12 -0.09 -0.06
H 1.1825 0.0445 1.9203 -0.07 0.09 -0.12
H 1.5974 1.4216 0.8821 -0.12 -0.10 0.04
H 2.0785 -0.2903 -1.0320 -0.13 -0.08 0.05
H 1.5641 -1.6497 -0.0198 -0.06 0.13 -0.09
H 0.7699 -1.3614 -1.5833 0.06 0.08 0.14
H -1.1940 -0.9518 1.4352 0.02 0.06 -0.15
H -1.4113 -1.4950 -0.2578 0.01 0.15 0.08
H -2.0029 0.9476 -1.1787 -0.18 -0.07 0.26